(1)
2 unconnected molecules or ions with the total composition H4N3O in a non-equilibrium geometry. Source: OMol25; level of theory: the ωB97M-V functional and the def2-TZVPD basis.

Structure (XYZ):
```
8
Properties=species:S:1:pos:R:3:lowdin_charge:R:1
H 1.17 -0.04 0.83 0.04
H -1.73 -1.21 0.11 0.04
H -0.16 0.38 -1.46 0.01
H 1.11 1.24 -0.26 -0.01
N 1.26 0.30 -0.15 -0.17
N -1.29 -0.17 0.32 -0.25
O -0.73 -0.15 1.52 -0.45
N 0.35 -0.35 -0.91 -0.21
```

Computed properties:
Largest force on an atom, hartree/bohr: 0.0639
E_tot, eV: -6578.2062
Total charge: -1
HOMO (alpha / beta), eV: -1.3978 / -1.4058
Kohn-Sham gap (alpha / beta), eV: 6.9 / 6.9
ΔE to the lowest compared entry with this formula, charge and spin, eV: 3.362

***

(2)
2 unconnected molecules or ions with the total composition C6H13NO in a non-equilibrium geometry. Source: OMol25; level of theory: the ωB97M-V functional and the def2-TZVPD basis.

Structure (XYZ):
```
21
Properties=species:S:1:pos:R:3:lowdin_charge:R:1
O 2.55 -0.16 -1.41 -0.09
H -0.30 -3.98 -0.11 0.08
H 1.09 -2.16 -0.50 0.08
C -0.09 0.56 -0.31 -0.17
H 0.45 2.18 1.09 0.15
H -2.20 2.11 -0.33 0.09
H 0.40 -3.43 1.46 0.07
N 0.20 -1.87 -0.13 -0.12
H 0.20 1.91 -2.18 0.10
C -0.28 -3.15 0.64 -0.08
C 0.32 -0.62 0.51 -0.11
H -1.33 -2.96 0.98 0.08
H -1.98 3.28 0.94 0.07
H 2.68 0.79 -1.65 0.05
C -1.71 2.27 0.65 -0.08
H 1.14 -0.51 1.38 0.16
C 0.09 2.16 -1.06 0.08
C -0.29 1.95 0.28 -0.46
H -2.13 1.50 1.34 0.09
H 1.96 -0.10 -0.66 -0.04
H -0.79 0.23 -0.94 0.07
```

Computed properties:
Largest force on an atom, hartree/bohr: 0.1498
E_tot, eV: -9962.1637
HOMO, eV: -6.9130
Kohn-Sham gap, eV: 6.1
ΔE to the lowest compared entry with this formula, charge and spin, eV: 9.011

***

(3)
C5H10O in the gas phase. Source: OMol25; level of theory: the ωB97M-V functional and the def2-TZVPD basis.

Structure (XYZ):
```
16
Properties=species:S:1:pos:R:3:lowdin_charge:R:1
C 0.09 1.47 0.12 -0.05
H -0.08 2.37 -0.45 0.11
C 1.36 -0.82 -0.21 -0.01
C -1.29 -0.51 1.19 -0.07
O 0.45 0.52 -2.07 0.00
C 0.40 0.26 -0.69 -0.53
H -2.36 -0.56 1.37 0.07
H -1.78 0.61 -0.67 0.13
H 0.82 -1.74 0.06 0.07
H -0.82 -0.15 2.11 0.08
H 2.07 -1.07 -1.00 0.08
H 1.94 -0.51 0.66 0.09
H -0.94 -1.53 1.03 0.06
H 0.59 1.60 1.07 0.11
H 0.52 -0.32 -2.54 0.10
C -0.95 0.39 0.01 -0.25
```

Computed properties:
Largest force on an atom, hartree/bohr: 0.0082
E_tot, eV: -7393.6114
HOMO, eV: -9.1096
Kohn-Sham gap, eV: 10.1
ΔE to the lowest compared entry with this formula, charge and spin, eV: 1.154

***

(4)
2 unconnected molecules or ions with the total composition C5H7NO in a non-equilibrium geometry. Source: OMol25; level of theory: the ωB97M-V functional and the def2-TZVPD basis.

Structure (XYZ):
```
14
Properties=species:S:1:pos:R:3:lowdin_charge:R:1
H -0.79 1.33 -0.01 0.11
H 2.16 -0.70 0.14 0.07
C -1.62 -0.48 -0.67 -0.16
H 0.05 -1.26 1.38 0.11
H 0.68 0.36 1.70 0.10
O 1.88 2.53 0.35 -0.01
H -2.51 -1.78 -2.32 0.02
N 1.26 -0.35 -0.17 -0.03
H -1.73 0.45 1.21 0.12
H 0.93 -0.96 -0.91 0.07
C 2.47 1.99 -0.46 -0.01
C -1.01 0.33 0.39 -0.21
C -2.08 -1.17 -1.55 0.11
C 0.29 -0.29 0.91 -0.30
```

Computed properties:
Largest force on an atom, hartree/bohr: 0.0298
E_tot, eV: -8833.7799
HOMO, eV: -9.4366
Kohn-Sham gap, eV: 10.5
ΔE to the lowest compared entry with this formula, charge and spin, eV: 2.423

***

(5)
2 unconnected molecules or ions with the total composition C3H7F2NS in a non-equilibrium geometry. Source: OMol25; level of theory: the ωB97M-V functional and the def2-TZVPD basis.

Structure (XYZ):
```
14
Properties=species:S:1:pos:R:3:lowdin_charge:R:1
F -3.33 -1.36 -0.73 0.04
H 2.60 -0.73 -0.58 0.06
F -1.49 -1.89 0.44 0.00
H -0.41 2.07 -1.02 0.10
H -2.77 -0.33 0.71 0.12
H 0.79 -1.03 -0.19 0.07
C -2.28 -0.90 -0.06 -0.30
C 1.70 -0.39 -0.08 -0.46
N 0.09 1.13 -0.74 -0.05
H -1.56 -0.22 -0.52 0.07
H 1.34 0.93 1.83 -0.09
H 2.01 1.95 -0.44 0.11
C 1.29 1.04 -0.35 -0.52
S 2.02 -0.28 1.73 0.86
```

Computed properties:
Largest force on an atom, hartree/bohr: 0.1152
2S+1: 3
E_tot, eV: -20977.8328
HOMO (alpha / beta), eV: -4.5047 / -8.5191
Kohn-Sham gap (alpha / beta), eV: 5.1 / 4.5